{
  "formula": "C16H24O10",
  "method": "the ωB97M-V functional and the def2-TZVPD basis",
  "de_lowest_kj_mol": 201.4,
  "multiplicity": 1,
  "smiles": "C[C@H]1[C@@H](O)[C@@H]2OC(=O)[C@@H]3[C@H](O[C@@H]4O[C@H](CO)[C@@H](O)[C@H](O)[C@H]4O)OC[C@H]1[C@H]23",
  "elements": ["C", "C", "C", "O", "C", "O", "C", "O", "C", "C", "O", "C", "O", "C", "C", "O", "C", "O", "C", "O", "C", "O", "O", "C", "C", "C", "H", "H", "H", "H", "H", "H", "H", "H", "H", "H", "H", "H", "H", "H", "H", "H", "H", "H", "H", "H", "H", "H", "H", "H"],
  "coordinates": [[3.763, 2.653, 0.375], [2.184, 2.751, 0.206], [1.468, 4.129, 0.417], [2.338, 5.266, 0.006], [0.205, 4.097, -0.459], [-0.913, 3.767, 0.390], [-1.248, 2.452, 0.100], [-1.991, 1.798, 0.852], [-0.671, 1.945, -1.195], [-0.301, 0.515, -1.551], [-1.364, -0.390, -1.249], [-1.175, -1.304, -0.199], [-0.389, -2.528, -0.409], [-0.278, -3.424, 0.652], [0.730, -4.513, 0.420], [0.980, -5.205, 1.723], [-1.711, -3.976, 0.845], [-1.886, -4.854, 1.891], [-2.688, -2.865, 1.205], [-4.031, -3.382, 1.120], [-2.659, -1.629, 0.224], [-3.409, -0.563, 0.786], [0.918, 0.087, -1.041], [1.990, 0.732, -1.554], [1.771, 2.291, -1.193], [0.459, 2.945, -1.484], [4.202, 1.860, -0.250], [4.247, 3.602, 0.104], [3.954, 2.366, 1.360], [1.825, 1.979, 0.913], [1.119, 4.292, 1.386], [3.246, 5.112, 0.277], [-0.030, 5.070, -0.910], [-1.443, 2.205, -1.918], [-0.173, 0.587, -2.619], [-0.763, -0.637, 0.577], [-0.036, -2.957, 1.638], [1.625, -4.036, 0.000], [0.373, -5.252, -0.267], [0.175, -5.600, 2.135], [-2.019, -4.395, -0.097], [-2.845, -5.046, 1.917], [-2.502, -2.613, 2.180], [-4.676, -2.661, 1.054], [-3.253, -1.897, -0.680], [-3.006, 0.293, 0.502], [2.878, 0.242, -1.103], [1.979, 0.606, -2.691], [2.505, 2.889, -1.803], [0.527, 3.198, -2.582]],
  "nbo_charge": [-0.5956, -0.2504, 0.0892, -0.7299, 0.0706, -0.4661, 0.8096, -0.5927, -0.3995, 0.4218, -0.5227, 0.3639, -0.5394, 0.0655, -0.0666, -0.7532, 0.0628, -0.7344, 0.0639, -0.7556, 0.0629, -0.7505, -0.5236, -0.0456, -0.2510, -0.2306, 0.2161, 0.1906, 0.2165, 0.2149, 0.1936, 0.4735, 0.2250, 0.2594, 0.1540, 0.1609, 0.1770, 0.1956, 0.1757, 0.4981, 0.1653, 0.4970, 0.1782, 0.4941, 0.1765, 0.5089, 0.2147, 0.1662, 0.2089, 0.2366]
}

=====

{
  "formula": "C16H25BN4O6P2",
  "method": "the ωB97M-V functional and the def2-TZVPD basis",
  "multiplicity": 1,
  "energy_ev": -54483.16369,
  "smiles": "C=C[PH2](B(O)N(C)C)P(N)O.O=[N+]([O-])c1ccccc1.O=[N+]([O-])c1ccccc1",
  "elements": ["C", "C", "P", "B", "O", "N", "C", "C", "P", "N", "O", "H", "H", "H", "H", "H", "H", "H", "H", "H", "H", "H", "H", "H", "H", "H", "O", "N", "O", "C", "C", "C", "C", "C", "C", "H", "H", "H", "H", "H", "O", "N", "O", "C", "C", "C", "C", "C", "C", "H", "H", "H", "H", "H"],
  "coordinates": [[6.882, 3.240, -1.944], [6.072, 2.341, -1.030], [5.471, 0.690, -1.864], [3.650, 1.383, -1.992], [3.513, 2.822, -1.569], [2.483, 0.524, -2.441], [1.966, -0.186, -1.201], [1.406, 1.313, -3.152], [4.930, -1.227, -2.752], [5.907, -2.441, -1.819], [5.531, -1.200, -4.386], [6.392, 4.002, -2.685], [8.057, 3.065, -1.897], [5.844, 2.583, 0.093], [5.758, 0.000, -0.598], [6.457, 0.845, -2.928], [3.002, 2.837, -0.705], [1.035, 0.321, -0.701], [1.731, -1.308, -1.505], [2.846, -0.122, -0.398], [1.670, 2.431, -3.375], [0.380, 1.251, -2.564], [1.206, 0.803, -4.209], [6.933, -2.249, -2.025], [5.815, -2.214, -0.785], [5.125, -0.440, -4.898], [-0.562, -1.000, 0.744], [-1.057, -1.475, -0.289], [-0.530, -2.362, -0.976], [-2.354, -0.948, -0.730], [-2.968, 0.082, -0.004], [-4.189, 0.596, -0.443], [-4.792, 0.083, -1.592], [-4.183, -0.949, -2.308], [-2.960, -1.470, -1.880], [-2.511, 0.492, 0.894], [-4.671, 1.400, 0.110], [-5.742, 0.492, -1.934], [-4.661, -1.346, -3.201], [-2.497, -2.272, -2.451], [-5.838, 0.831, 2.350], [-4.745, 0.595, 2.887], [-3.654, 1.006, 2.468], [-4.744, -0.232, 4.099], [-5.952, -0.750, 4.587], [-5.942, -1.556, 5.727], [-4.738, -1.838, 6.374], [-3.538, -1.313, 5.892], [-3.535, -0.507, 4.752], [-6.899, -0.540, 4.095], [-6.873, -1.968, 6.110], [-4.734, -2.472, 7.260], [-2.604, -1.534, 6.404], [-2.591, -0.108, 4.386]],
  "nbo_charge": [-0.5360, -0.4556, 0.2928, 0.9562, -0.9568, -0.7922, -0.4397, -0.4377, 0.8809, -1.1299, -0.9867, 0.2229, 0.2133, 0.2084, -0.0224, -0.0163, 0.5029, 0.2044, 0.2472, 0.1932, 0.2173, 0.1956, 0.2018, 0.3575, 0.3770, 0.4959, -0.3876, 0.5032, -0.3728, 0.0768, -0.2104, -0.2150, -0.1745, -0.2171, -0.2073, 0.2674, 0.2424, 0.2202, 0.2231, 0.2482, -0.3745, 0.5080, -0.3894, 0.0853, -0.2024, -0.2125, -0.1713, -0.2109, -0.2013, 0.2498, 0.2264, 0.2231, 0.2277, 0.2517]
}

=====

{
  "formula": "C16H25Br4NO4",
  "method": "the ωB97M-V functional and the def2-TZVPD basis",
  "de_lowest_kj_mol": 451.3,
  "multiplicity": 1,
  "elements": ["C", "C", "C", "C", "N", "C", "O", "C", "C", "C", "O", "C", "O", "C", "C", "C", "O", "H", "H", "H", "H", "H", "H", "H", "H", "H", "H", "H", "H", "H", "H", "H", "H", "H", "Br", "C", "C", "Br", "H", "H", "H", "H", "Br", "C", "C", "Br", "H", "H", "H", "H"],
  "coordinates": [[-2.752, 2.515, -0.145], [-1.575, 2.634, 0.459], [-0.035, 2.596, 1.003], [0.391, 1.051, 1.055], [0.483, 0.334, 2.383], [0.461, -1.121, 1.946], [-0.230, -2.083, 2.414], [1.519, -1.071, 0.703], [1.491, -2.188, -0.442], [0.544, -1.915, -1.707], [-0.403, -0.820, -1.581], [-0.383, 0.069, -2.701], [0.643, 0.589, -3.236], [1.711, 0.509, 0.310], [3.157, 1.159, 0.615], [3.806, 1.742, -0.758], [4.305, 0.689, -1.643], [-3.553, 2.039, -0.828], [0.031, 3.145, 2.015], [0.575, 3.171, 0.194], [-0.530, 0.504, 0.590], [1.402, 0.437, 2.880], [2.527, -1.298, 1.247], [2.578, -2.347, -0.823], [1.181, -3.211, 0.023], [-0.086, -2.882, -1.892], [1.231, -1.822, -2.640], [-1.417, 0.360, -3.153], [1.699, 0.519, -0.858], [3.882, 0.346, 0.991], [3.139, 2.035, 1.375], [2.946, 2.297, -1.305], [4.693, 2.420, -0.485], [4.743, -0.013, -1.094], [-0.911, -7.312, 3.354], [0.546, -6.255, 4.103], [0.257, -4.776, 4.006], [0.530, -4.117, 2.192], [1.456, -6.553, 3.582], [0.613, -6.566, 5.149], [0.956, -4.207, 4.623], [-0.765, -4.516, 4.288], [-4.207, 4.240, -1.225], [-5.424, 3.840, -2.698], [-4.897, 4.380, -4.005], [-5.159, 6.307, -4.131], [-6.399, 4.244, -2.424], [-5.483, 2.749, -2.728], [-5.456, 3.961, -4.846], [-3.833, 4.192, -4.153]],
  "nbo_charge": [-0.3521, -0.0335, -0.4573, -0.0484, -0.6925, 0.7344, -0.5697, -0.3346, -0.4326, -0.0963, -0.5480, 0.6446, -0.5585, -0.2579, -0.4478, -0.0626, -0.7274, 0.2772, 0.2559, 0.2472, 0.2462, 0.3647, 0.2393, 0.2225, 0.2359, 0.1968, 0.2131, 0.1514, 0.2490, 0.1982, 0.2209, 0.1938, 0.1749, 0.4629, -0.0200, -0.4424, -0.4496, 0.0348, 0.2326, 0.2214, 0.2242, 0.2326, 0.0610, -0.4600, -0.4498, -0.0093, 0.2366, 0.2186, 0.2277, 0.2322]
}

=====

{
  "formula": "C16H25Cl2LuN3O4S",
  "method": "the ωB97M-V functional and the def2-TZVPD basis",
  "de_lowest_kj_mol": 0.0,
  "total_charge": 1,
  "multiplicity": 1,
  "elements": ["Lu", "C", "C", "O", "C", "C", "O", "C", "C", "O", "C", "C", "O", "H", "H", "H", "H", "H", "H", "H", "H", "H", "H", "H", "H", "H", "H", "H", "H", "Cl", "C", "C", "C", "C", "C", "Cl", "C", "N", "H", "H", "H", "C", "N", "C", "N", "S", "H", "H", "H", "H", "H", "H"],
  "coordinates": [[-9.755, 9.869, 9.913], [-8.164, 8.350, 7.428], [-8.027, 7.591, 8.737], [-7.953, 8.443, 9.842], [-6.727, 9.190, 9.813], [-6.737, 10.330, 10.819], [-7.907, 11.165, 10.606], [-7.820, 12.483, 10.087], [-8.449, 12.543, 8.762], [-9.704, 11.836, 8.751], [-10.149, 11.515, 7.415], [-9.337, 10.354, 6.722], [-9.020, 9.424, 7.728], [-8.640, 7.721, 6.681], [-7.221, 8.757, 7.024], [-7.196, 6.911, 8.697], [-8.939, 7.001, 8.894], [-6.567, 9.579, 8.825], [-5.836, 8.562, 10.035], [-5.817, 10.890, 10.707], [-6.840, 9.899, 11.779], [-6.774, 12.771, 9.999], [-8.272, 13.113, 10.843], [-7.828, 12.043, 8.051], [-8.632, 13.566, 8.370], [-10.071, 12.432, 6.877], [-11.176, 11.195, 7.583], [-8.405, 10.715, 6.278], [-9.969, 9.938, 5.916], [-14.168, 8.257, 8.013], [-14.069, 8.812, 9.652], [-15.244, 8.851, 10.352], [-15.305, 9.371, 11.652], [-14.104, 9.690, 12.311], [-12.932, 9.622, 11.542], [-11.425, 10.227, 12.275], [-12.821, 9.184, 10.200], [-11.593, 9.327, 9.597], [-16.183, 8.603, 9.912], [-16.276, 9.349, 12.236], [-14.014, 9.997, 13.378], [-5.051, 14.224, 5.008], [-5.246, 13.035, 5.820], [-5.168, 12.916, 7.146], [-4.935, 14.071, 7.785], [-5.371, 11.442, 7.922], [-5.219, 13.971, 3.980], [-4.052, 14.620, 5.145], [-5.780, 15.030, 5.194], [-5.389, 12.171, 5.365], [-4.729, 14.918, 7.253], [-4.565, 13.948, 8.757]],
  "nbo_charge": [1.8790, -0.0926, -0.0957, -0.5720, -0.1207, -0.0814, -0.6079, -0.0897, -0.1155, -0.5838, -0.0921, -0.0880, -0.5885, 0.2183, 0.1962, 0.2110, 0.2361, 0.2103, 0.2184, 0.2344, 0.2090, 0.2208, 0.2115, 0.2093, 0.2120, 0.1993, 0.2636, 0.1857, 0.2196, -0.0092, -0.0669, -0.2138, -0.2440, -0.2303, -0.0554, 0.0070, 0.1257, -1.2465, 0.2303, 0.2277, 0.2329, -0.4424, -0.5702, 0.3251, -0.8027, -0.3881, 0.2407, 0.2109, 0.2090, 0.4152, 0.4109, 0.4271]
}

=====

{
  "formula": "C16H25ClNO5P2STi",
  "method": "the ωB97M-V functional and the def2-TZVPD basis",
  "total_charge": 2,
  "s_squared": 0.756,
  "multiplicity": 2,
  "energy_ev": -93762.17235,
  "elements": ["C", "C", "H", "H", "H", "O", "Cl", "Ti", "P", "C", "C", "H", "H", "H", "H", "H", "H", "C", "H", "H", "H", "P", "C", "C", "H", "H", "H", "C", "H", "H", "H", "H", "H", "H", "C", "O", "O", "S", "O", "N", "C", "O", "C", "C", "C", "C", "C", "C", "H", "H", "H", "H"],
  "coordinates": [[0.515, -0.150, -5.297], [1.422, -0.102, -4.219], [1.084, -0.088, -6.255], [-0.203, 0.689, -5.191], [-0.054, -1.103, -5.233], [2.335, -0.038, -3.498], [-1.785, 0.031, -2.363], [-0.269, -0.001, -0.700], [0.171, 2.482, -1.025], [1.516, 3.384, -0.221], [0.286, 3.146, -2.703], [0.491, 4.219, -2.636], [-1.456, 4.239, -0.811], [-0.653, 2.988, -3.235], [-2.210, 2.625, -0.660], [2.446, 2.816, -0.325], [1.106, 2.674, -3.250], [-1.348, 3.238, -0.373], [1.626, 4.345, -0.738], [-1.290, 3.305, 0.721], [1.289, 3.540, 0.840], [0.458, -2.422, -0.777], [1.882, -2.933, 0.218], [-0.921, -3.426, -0.136], [-0.081, -2.898, -3.076], [0.837, -4.219, -2.297], [1.683, -2.750, -2.844], [0.756, -3.133, -2.410], [-1.855, -3.105, -0.616], [-0.735, -4.484, -0.361], [2.010, -4.022, 0.158], [1.721, -2.649, 1.266], [-1.014, -3.300, 0.951], [2.793, -2.438, -0.142], [1.753, 0.095, -0.806], [2.918, 0.163, -0.692], [0.645, 2.542, 2.712], [0.724, 1.097, 2.690], [2.004, 0.431, 2.710], [-0.110, 0.520, 1.318], [-1.273, -0.115, 1.585], [-1.874, -0.594, 0.550], [-1.550, -0.221, 2.986], [-2.561, -0.972, 3.607], [-2.572, -1.033, 4.997], [-1.578, -0.378, 5.747], [-0.543, 0.330, 5.113], [-0.520, 0.361, 3.723], [-3.305, -1.464, 2.981], [-3.355, -1.600, 5.507], [-1.610, -0.444, 6.836], [0.252, 0.824, 5.672]],
  "nbo_charge": [-0.8440, 1.0019, 0.3648, 0.3618, 0.3558, -0.2447, -0.3743, 0.7587, 1.0343, -0.9576, -0.9438, 0.2674, 0.2668, 0.2578, 0.2630, 0.2510, 0.2157, -0.9443, 0.2577, 0.2763, 0.2985, 1.0151, -0.9462, -0.9269, 0.2490, 0.2757, 0.2327, -0.9478, 0.2704, 0.2583, 0.2666, 0.2734, 0.2643, 0.2571, 0.4465, -0.4439, -0.8935, 2.2812, -0.8751, -0.9308, 0.6586, -0.6689, -0.2040, -0.1245, -0.1806, -0.1346, -0.1953, -0.2053, 0.2480, 0.2503, 0.2520, 0.2557]
}

=====

| no. | strongest force on any atom (hartree/bohr) |
| --- | --- |
| 1 | 0.090 |
| 2 | 0.065 |
| 3 | 0.193 |
| 4 | 0.039 |
| 5 | 0.121 |